(1)
Entry from the Open Molecules 2025 dataset: a cluster of 3 separate species, C6H17NO3 in total (the ωB97M-V functional and the def2-TZVPD basis).

```
27
Properties=species:S:1:pos:R:3:forces:R:3
C -1.5081 -2.2372 -1.0522 0.3 2.4 -1.6
C -0.0238 -2.1707 -0.7301 1.2 -0.5 2.2
C 0.3922 -0.7435 -0.1837 1.5 -1.7 -3.5
O 0.3041 -0.4164 0.9702 -0.3 0.8 0.1
N 1.0130 -0.0903 -1.2562 -1.4 0.1 1.2
C 1.5562 1.2784 -1.2813 1.6 -1.4 0.1
C 2.5992 1.3365 -0.1554 0.6 0.7 -1.0
C 0.5616 2.4390 -1.1905 -0.3 -0.9 -1.6
H -2.1224 -1.6453 -0.3634 0.1 -0.8 0.4
H -1.5540 -1.5105 -1.9359 -0.3 -1.2 0.6
H -1.9234 -3.1888 -1.3730 0.1 0.0 0.3
H 0.6025 -2.5238 -1.5624 -0.3 0.6 -0.2
H 0.4155 -2.8165 0.0710 -1.2 0.0 -0.1
H 1.2958 -0.7594 -1.9564 -0.2 0.6 -0.2
H 2.1280 1.2881 -2.2452 -0.7 0.3 0.6
H 3.0110 2.3432 -0.2178 -0.2 0.3 0.8
H 2.1131 1.0685 0.7880 0.5 0.3 -0.1
H 3.4941 0.7409 -0.3981 -0.6 -0.4 0.3
H 0.9850 3.2160 -1.9022 -1.3 -0.7 0.9
H 0.4997 2.8275 -0.2041 0.3 0.5 0.9
H -0.4783 2.0357 -1.3736 1.1 0.9 -0.6
O -2.7269 0.6485 0.9951 -1.7 1.5 -2.0
H -2.9901 -0.1781 1.3752 1.0 -0.2 0.8
H -1.8362 0.9593 1.1114 0.2 -1.0 0.6
O -1.3439 -0.1705 3.0191 -0.1 1.0 0.9
H -0.6171 0.3857 2.6701 -0.4 -1.2 0.3
H -1.0719 -1.0838 3.0331 0.7 -0.1 -0.2
```
Forces are in eV/Å.

Values from the calculation:
**Spin multiplicity**: 1
**Relative energy (zero: lowest compared OMol25 entry of this formula, charge and spin)**: 201.4 kJ/mol
**SMILES string**: CCC(=O)NC(C)C.O.O
**LUMO level**: 0.61 eV
**Kohn-Sham gap**: 10.46 eV
**Total energy**: -519.25005 hartree
**Maximum force**: 4.12 eV/Å

Here are the Mulliken charges for atoms 1 to 4, given in e: number 1, C, carries -0.990; number 2, C, carries -0.688; number 3, C, carries 0.534; number 4, O, carries -0.536

=====

(2)
Entry from the Open Molecules 2025 dataset: a structure of composition C29H20N8W (the ωB97M-V functional and the def2-TZVPD basis).

```
58
Properties=species:S:1:pos:R:3:forces:R:3
W -0.0602 0.4733 -0.1169 0.1 -0.1 0.0
C 0.3273 0.5691 4.3312 0.0 0.0 -0.1
C -0.2446 0.5422 3.0585 0.0 0.0 0.0
N 0.4345 0.1942 1.9725 0.0 0.0 0.0
C 1.7565 -0.1641 2.0998 -0.1 0.0 0.0
C 2.4136 -0.1142 3.3364 0.1 0.0 0.1
C 1.6565 0.2628 4.4655 0.0 0.0 0.0
C 3.8024 -0.3921 3.3820 0.0 0.0 0.0
C 4.4715 -0.6743 2.2287 0.0 0.0 0.0
C 3.8023 -0.7293 0.9828 0.0 0.0 0.0
C 2.4523 -0.5158 0.9118 -0.1 0.0 -0.1
N 1.6430 -0.4662 -0.2598 0.0 0.0 0.0
C 2.0068 -0.9804 -1.5331 0.0 0.1 0.1
C 2.9624 -1.9179 -1.8184 0.0 -0.1 -0.1
C 3.2223 -2.2864 -3.1610 0.0 0.0 0.1
C 2.5318 -1.7300 -4.1964 0.0 0.0 0.0
C 1.4933 -0.8011 -3.9296 0.0 -0.1 -0.1
C 0.7016 -0.1976 -4.9307 0.0 0.0 0.0
C -0.3030 0.6674 -4.5847 0.0 0.0 0.1
C -0.5445 0.9170 -3.2297 0.0 0.0 -0.1
N 0.1776 0.3685 -2.2638 0.0 0.0 0.0
C 1.2210 -0.4624 -2.5983 0.0 0.0 0.0
H -0.2729 0.8694 5.1770 0.0 0.0 0.0
H -1.2783 0.8313 2.9096 0.0 0.0 0.0
H 2.1412 0.3265 5.4313 0.0 0.0 0.0
H 4.3194 -0.3465 4.3309 0.0 0.0 0.0
H 5.5376 -0.8523 2.2505 0.0 0.0 0.0
H 4.3833 -0.9092 0.0914 0.0 0.0 0.0
H 3.5256 -2.3933 -1.0296 0.0 0.0 0.0
H 3.9949 -3.0169 -3.3569 0.0 0.0 0.0
H 2.7522 -1.9976 -5.2212 0.0 0.0 0.0
H 0.8985 -0.4246 -5.9712 0.0 0.0 0.0
H -0.9178 1.1504 -5.3297 0.0 0.0 0.0
H -1.3475 1.5754 -2.9215 0.0 0.0 0.0
N -1.1926 -1.4885 -0.1557 0.0 0.0 0.0
C -2.6439 -1.3394 -0.0896 0.0 0.0 0.0
C -3.5091 -2.3922 -0.1447 0.0 0.0 0.0
C -4.9006 -2.1674 -0.0664 0.0 0.0 0.0
C -5.3892 -0.8994 0.0692 0.0 0.0 0.0
C -4.5062 0.2054 0.1298 -0.1 0.0 0.0
C -4.9419 1.5429 0.2722 0.0 0.0 0.0
C -4.0241 2.5542 0.3253 0.1 0.0 0.0
C -2.6602 2.2424 0.2349 -0.1 0.0 0.0
N -2.2104 1.0018 0.0983 0.0 0.0 0.0
C -3.1227 -0.0240 0.0466 0.0 0.0 0.0
H -0.8730 -2.0620 0.6252 0.0 0.0 0.0
H -0.9395 -2.0070 -0.9974 0.0 0.0 0.0
H -3.1323 -3.4031 -0.2469 0.0 0.0 0.0
H -5.5748 -3.0109 -0.1121 0.0 0.0 0.0
H -6.4549 -0.7226 0.1323 0.0 0.0 0.0
H -6.0022 1.7533 0.3384 0.0 0.0 0.0
H -4.3206 3.5871 0.4342 0.0 0.0 0.0
H -1.9099 3.0212 0.2719 0.0 0.0 0.0
N 0.4870 2.3874 0.0596 0.0 0.0 0.0
C 1.2288 3.0730 0.7013 -0.1 0.0 0.0
N 1.9994 3.8221 1.3061 0.1 0.0 0.0
C 2.3279 3.5827 2.5813 -0.1 0.1 0.0
N 2.6044 3.3680 3.6784 0.0 0.0 0.0
```
Forces are in eV/Å.

Values from the calculation:
**Spin multiplicity**: 3
**Net charge**: +2
**LUMO level (spin up / spin down)**: -7.02 / -6.86 eV
**Kohn-Sham gap (spin up / spin down)**: 6.66 / 6.94 eV
**Total energy**: -1621.84960 hartree
**Maximum force**: 0.16 eV/Å

Here are the Mulliken charges for atoms 1 to 4, given in e: number 1, W, carries 0.476; number 2, C, carries -0.874; number 3, C, carries 0.019; number 4, N, carries 0.107

=====

(3)
Entry from the Open Molecules 2025 dataset: a cluster of 2 separate species, C6H12N2O in total (the ωB97M-V functional and the def2-TZVPD basis).

```
21
Properties=species:S:1:pos:R:3:forces:R:3
H 0.9860 -2.0282 0.5105 -0.2 -0.2 -0.1
N 0.0311 -2.2218 0.1940 -0.4 0.9 -1.0
C -0.2528 -1.4215 -0.7780 0.8 -0.1 0.9
C -1.5524 -1.3865 -1.4748 -0.1 -1.1 0.3
C -2.2878 -2.4979 -1.5796 0.0 0.5 -0.1
H 0.4879 -0.6881 -1.1371 -0.2 -0.1 0.1
H -1.8577 -0.4404 -1.9032 0.0 0.0 -0.1
H -1.9523 -3.4359 -1.1453 0.0 0.2 -0.1
H -3.2405 -2.4900 -2.0955 0.0 0.0 0.0
C -1.1693 1.9723 0.5386 0.0 0.1 -0.3
C -0.0856 1.4847 1.1471 -0.3 -0.3 -0.1
N 1.2003 1.4036 0.6664 0.3 -0.3 0.9
C 2.2715 0.6369 1.2824 -0.1 0.1 -0.2
O 1.4620 1.7242 -0.6640 -0.2 0.5 0.4
H -1.1236 2.3659 -0.4702 0.0 0.0 0.1
H -2.1320 1.9677 1.0395 0.3 0.0 0.0
H -0.1872 1.0856 2.1553 0.2 0.0 -0.2
H 3.1367 1.2835 1.4559 0.0 -0.1 0.0
H 1.9661 0.2068 2.2418 -0.2 0.2 -0.2
H 2.5792 -0.1842 0.6262 0.0 0.0 0.0
H 1.7203 2.6631 -0.6101 -0.1 -0.4 -0.3
```
Forces are in eV/Å.

Values from the calculation:
**Spin multiplicity**: 1
**Relative energy (zero: lowest compared OMol25 entry of this formula, charge and spin)**: 403.1 kJ/mol
**SMILES string**: [H]/N=C/C=C.C=CN(C)O
**LUMO level**: 0.69 eV
**Kohn-Sham gap**: 8.67 eV
**Total energy**: -420.43035 hartree
**Maximum force**: 1.35 eV/Å

Here are the Mulliken charges for atoms 1 to 4, given in e: number 1, H, carries 0.270; number 2, N, carries -0.690; number 3, C, carries 0.151; number 4, C, carries -0.186

=====

(4)
Entry from the Open Molecules 2025 dataset: the molecule C6H8N2S (the ωB97M-V functional and the def2-TZVPD basis).

```
17
Properties=species:S:1:pos:R:3:forces:R:3
C -0.8982 -0.9443 0.8841 2.3 -0.8 3.4
C -0.4861 0.2345 0.1296 -0.3 1.5 -1.6
C -1.6608 0.7974 -0.4802 -0.1 0.5 -0.2
N -2.5491 1.2758 -1.0081 -1.1 0.4 -0.5
C 0.2365 1.2575 0.9571 -2.2 0.9 1.6
C 1.5425 1.2662 0.8551 1.1 1.3 1.6
S 2.2229 0.2204 -0.2998 -0.5 -0.6 -1.3
C 0.4521 -0.0475 -1.0449 1.4 1.0 -2.0
N 0.3124 -1.3590 -1.6073 0.6 -0.7 0.8
H -0.0331 -0.9458 1.6608 -1.3 -1.4 -1.1
H -1.0427 -1.8078 0.2808 0.3 -0.8 -0.3
H -1.7725 -0.8634 1.4951 -0.7 0.6 0.2
H -0.3877 1.8271 1.7040 1.0 -0.5 -0.9
H 2.1933 1.8777 1.5190 -0.5 -0.5 -0.7
H 0.2515 0.7719 -1.8485 0.7 -1.4 1.4
H 0.9678 -1.6084 -2.3536 -0.4 0.8 0.0
H 0.6511 -1.9525 -0.8432 -0.5 -0.3 -0.3
```
Forces are in eV/Å.

Values from the calculation:
**Spin multiplicity**: 1
**Relative energy (zero: lowest compared OMol25 entry of this formula, charge and spin)**: 145.3 kJ/mol
**SMILES string**: C[C@@]1(C#N)C=CS[C@H]1N
**LUMO level**: 0.56 eV
**Kohn-Sham gap**: 9.29 eV
**Total energy**: -741.06975 hartree
**Maximum force**: 4.20 eV/Å

Here are the Mulliken charges for atoms 1 to 4, given in e: number 1, C, carries -1.692; number 2, C, carries 1.845; number 3, C, carries -0.270; number 4, N, carries -0.506